Computed, not measured: C21H35N3OS in the gas phase, with the ωB97M-V functional and the def2-TZVPD basis.

Summary:
SMILES = COc1ccc(NC(=S)N(CCC(C)C)C2CCN(C(C)C)CC2)cc1
Energy above the lowest of the compared OMol25 structures with the same formula, charge and spin = 2.589 eV
DFT total energy = -39698.2895 eV
Net charge = 0
Lowest unoccupied orbital energy = 0.0251 hartree

```
61
Properties=species:S:1:pos:R:3:forces:R:3:lowdin_charge:R:1
C 5.5686 1.8690 -2.2736 0.19 0.05 0.07 -0.093
O 4.2921 1.5207 -2.7492 -0.31 -0.07 -0.07 -0.087
C 3.2212 1.6927 -1.9232 -0.13 -0.02 0.03 -0.277
C 1.9788 1.3463 -2.4564 0.20 0.03 0.04 0.005
C 0.8295 1.4764 -1.7083 0.06 0.25 0.06 -0.032
C 0.8925 1.9504 -0.3992 0.43 -0.11 -0.19 -0.270
N -0.2575 2.1188 0.3885 0.03 0.09 0.40 0.027
C -1.4925 1.5718 0.1311 -0.25 0.16 0.13 -0.819
S -2.7946 2.6009 0.1308 -0.34 0.52 -0.06 0.681
N -1.6095 0.2434 -0.0814 0.18 0.35 -0.05 -0.069
C -2.8660 -0.2453 -0.6278 -0.45 -0.07 0.01 -0.204
C -3.9220 -0.5191 0.4469 -0.06 -0.03 -0.05 -0.181
C -5.2613 -1.0293 -0.1000 0.13 -0.06 -0.03 -0.430
C -5.9032 -0.0283 -1.0580 0.01 -0.11 0.25 -0.077
C -5.1296 -2.3997 -0.7627 -0.11 0.19 0.20 -0.081
C -0.7623 -0.7986 0.4979 0.59 -0.12 0.01 -0.273
C 0.2410 -1.4160 -0.4796 -0.13 -0.27 0.16 -0.107
C 0.9057 -2.6169 0.1929 0.01 0.13 -0.21 -0.184
N 1.5878 -2.1790 1.3912 -0.02 -0.02 -0.12 -0.150
C 2.5771 -3.1127 1.9098 0.20 -0.09 0.23 -0.425
C 1.9951 -4.3239 2.6516 0.09 0.23 -0.30 -0.056
C 3.5837 -2.3742 2.7941 -0.13 -0.16 -0.25 -0.061
C 0.6388 -1.6562 2.3519 0.00 0.24 -0.04 -0.181
C -0.0192 -0.4042 1.7708 -0.11 -0.27 0.14 -0.107
C 2.1272 2.3139 0.1243 -0.37 -0.14 -0.07 -0.019
C 3.2833 2.1865 -0.6249 0.32 0.00 -0.25 -0.017
H 5.6282 2.9329 -2.0217 -0.01 -0.04 0.01 0.095
H 5.8497 1.2719 -1.3997 -0.01 0.03 -0.02 0.095
H 6.2560 1.6550 -3.0905 -0.01 0.03 0.09 0.093
H 1.9393 0.9834 -3.4709 -0.01 -0.05 -0.13 0.122
H -0.1268 1.2209 -2.1383 -0.08 -0.04 -0.05 0.122
H -0.3290 3.0301 0.8251 -0.16 -0.17 -0.20 0.118
H -2.6444 -1.1535 -1.1926 0.04 -0.01 -0.03 0.120
H -3.2433 0.5160 -1.3119 0.06 -0.15 -0.04 0.085
H -3.5357 -1.2499 1.1623 0.04 -0.04 0.05 0.109
H -4.0980 0.4128 0.9861 0.07 -0.05 0.01 0.074
H -5.9248 -1.1391 0.7663 0.05 0.01 -0.05 0.132
H -6.9358 -0.3068 -1.2565 -0.11 -0.01 -0.09 0.076
H -5.3737 -0.0027 -2.0072 0.05 0.05 -0.15 0.075
H -5.8911 0.9705 -0.6294 -0.02 0.16 -0.01 0.077
H -6.1135 -2.7867 -1.0181 -0.08 -0.10 -0.08 0.075
H -4.5472 -2.3362 -1.6787 0.08 -0.04 -0.14 0.071
H -4.6483 -3.1093 -0.0926 0.07 -0.13 0.04 0.076
H -1.4621 -1.5970 0.7801 0.04 0.09 0.00 0.138
H 1.0106 -0.6920 -0.7373 -0.02 -0.08 0.00 0.098
H -0.2617 -1.7351 -1.3941 -0.05 0.01 -0.08 0.120
H 1.6390 -3.0528 -0.4894 -0.04 -0.05 0.03 0.124
H 0.1373 -3.3846 0.4059 0.04 -0.03 -0.03 0.124
H 3.1200 -3.4803 1.0302 -0.05 0.04 0.07 0.134
H 1.2769 -4.8490 2.0257 -0.10 -0.11 -0.01 0.071
H 2.7931 -5.0150 2.9099 0.06 -0.11 0.07 0.076
H 1.4999 -4.0134 3.5685 -0.06 0.00 0.12 0.073
H 3.1575 -2.1304 3.7638 -0.02 0.04 0.15 0.067
H 3.8929 -1.4541 2.3062 0.07 0.10 -0.03 0.078
H 4.4584 -2.9983 2.9577 0.11 -0.06 0.10 0.075
H 1.1683 -1.3895 3.2662 -0.05 -0.03 0.05 0.117
H -0.1440 -2.3945 2.6066 0.06 0.00 0.06 0.126
H -0.7117 0.0296 2.4945 -0.02 0.06 0.02 0.129
H 0.7659 0.3158 1.5536 -0.02 -0.02 0.08 0.101
H 2.1835 2.7058 1.1294 0.00 -0.01 0.13 0.118
H 4.2229 2.4778 -0.1833 0.10 0.02 0.01 0.103
```
Positions in Å, forces in eV/Å.



Computed, not measured: C21H36BaN2O2PS2 as an isolated structure at a distorted geometry, with the ωB97M-V functional and the def2-TZVPD basis.

Summary:
DFT total energy = -61066.5721 eV
Net charge = +3
Lowest unoccupied orbital energy = -0.2691 hartree

```
65
Properties=species:S:1:pos:R:3:forces:R:3:lowdin_charge:R:1
Ba 0.4723 0.6732 -0.3944 -0.65 3.55 -0.31 1.850
O 2.2611 -0.4966 -0.8352 2.62 -2.30 -0.84 -0.987
S 3.1321 -1.7417 -1.2223 -0.11 0.62 0.28 1.110
C 2.7145 -3.0050 0.0083 -0.19 0.02 0.07 -0.288
C 1.3274 -3.6446 -0.0797 0.03 -0.04 0.07 -0.184
C 0.1585 -2.7162 0.2951 -0.02 -0.27 -0.15 -0.216
C -1.1336 -3.0744 -0.4408 0.21 -0.07 0.05 -0.295
S -2.3320 -1.7283 -0.4642 0.18 0.50 -0.16 1.099
O -1.4500 -0.4495 -0.6022 -2.37 -1.83 -0.05 -0.956
C -2.8581 -1.7596 1.2300 0.01 0.17 0.12 -0.400
C -3.4963 -2.9074 1.6875 -0.04 0.03 0.02 -0.071
C -3.9699 -2.9330 2.9884 -0.02 -0.01 0.04 -0.033
C -3.8208 -1.8204 3.8087 -0.02 -0.02 0.03 -0.035
C -3.2058 -0.6731 3.3295 0.02 0.02 -0.04 -0.056
C -2.7227 -0.6302 2.0259 -0.07 -0.21 0.12 -0.083
C 2.3516 -2.4182 -2.6554 -0.12 0.08 -0.13 -0.414
C 2.8768 -3.6028 -3.1598 0.02 -0.01 -0.05 -0.069
C 2.2715 -4.1836 -4.2631 -0.03 0.00 -0.03 -0.027
C 1.1684 -3.5771 -4.8564 0.04 -0.01 0.03 -0.032
C 0.6765 -2.3768 -4.3606 0.05 -0.02 0.04 -0.047
C 1.2680 -1.7845 -3.2496 0.08 -0.21 -0.17 -0.084
H 2.9002 -2.4880 0.9548 -0.02 -0.07 0.01 0.099
H 3.5076 -3.7484 -0.1046 -0.06 -0.02 -0.01 0.110
H 1.3384 -4.5132 0.5790 -0.03 -0.03 0.02 0.137
H 1.1818 -4.0368 -1.0876 0.02 0.01 0.01 0.109
H 0.4283 -1.7095 0.0054 0.06 -0.25 0.00 -0.010
H -0.0026 -2.7092 1.3724 -0.03 0.01 0.08 0.136
H -1.6642 -3.9201 0.0021 0.10 -0.01 -0.05 0.106
H -0.9494 -3.3040 -1.4925 0.05 0.02 0.00 0.099
H -3.6484 -3.7681 1.0455 0.01 0.04 0.01 0.121
H -4.4680 -3.8202 3.3566 0.01 0.03 0.01 0.127
H -4.2034 -1.8454 4.8212 0.02 0.00 -0.04 0.125
H -3.1163 0.1977 3.9676 0.00 -0.04 -0.03 0.116
H -2.2755 0.2730 1.6374 0.04 0.03 -0.05 0.090
H 3.7480 -4.0715 -2.7104 -0.07 0.06 -0.03 0.130
H 2.6696 -5.1057 -4.6665 -0.02 0.03 0.01 0.128
H 0.7058 -4.0340 -5.7214 0.01 0.02 0.02 0.125
H -0.1584 -1.8926 -4.8492 0.00 0.00 0.00 0.119
H 0.9167 -0.8203 -2.9070 0.01 -0.07 0.06 0.072
C 0.2924 1.2192 3.7802 -0.02 0.02 0.00 -0.285
P 1.4522 1.4627 2.3853 0.38 0.22 1.23 0.642
C 2.0437 3.1678 2.6870 0.01 0.03 -0.06 -0.284
C 2.8944 0.4666 2.9225 -0.03 -0.02 -0.08 -0.273
H 0.7864 1.3858 4.7389 0.01 0.01 -0.02 0.062
H -0.1075 0.2044 3.7668 0.00 -0.01 0.01 0.033
H -0.5444 1.9160 3.6986 0.02 -0.02 -0.01 0.045
H 2.4348 3.2705 3.6996 -0.01 -0.03 0.02 0.060
H 1.2248 3.8790 2.5658 0.01 -0.01 -0.01 0.037
H 2.8399 3.4247 1.9865 -0.02 0.00 0.01 0.046
H 3.2694 0.8106 3.8870 -0.03 0.02 0.02 0.061
H 3.7031 0.5333 2.1929 -0.03 0.00 0.01 0.047
H 2.6034 -0.5805 3.0267 0.00 0.01 -0.02 0.040
N -2.3116 6.9659 -2.3703 0.05 -0.07 0.04 0.206
C -1.0203 6.3242 -1.8807 -0.24 0.21 -0.12 -0.124
C -1.1637 4.8123 -1.7008 0.17 0.06 -0.06 -0.259
N 0.0999 4.1894 -1.2888 -0.22 0.00 -0.04 -0.006
H -2.2135 7.9815 -2.4578 0.06 0.01 0.01 0.183
H -3.0932 6.7978 -1.7317 0.01 -0.02 0.03 0.178
H -2.5895 6.6152 -3.2905 0.02 -0.03 -0.01 0.179
H -0.7706 6.8261 -0.9488 0.02 -0.01 0.05 0.139
H -0.2650 6.5727 -2.6230 0.04 -0.02 -0.02 0.140
H -1.4851 4.3596 -2.6406 0.02 -0.03 -0.01 0.125
H -1.9348 4.5941 -0.9615 0.01 -0.01 0.08 0.123
H 0.4466 4.6198 -0.4368 -0.01 -0.01 0.01 0.078
H 0.8084 4.3471 -1.9991 0.03 -0.04 0.01 0.087
```
Positions in Å, forces in eV/Å.



Computed, not measured: C21H36Br2CaF3InMgN3O5S as an isolated structure at a distorted geometry, with the ωB97M-V functional and the def2-TZVPD basis.

Summary:
Energy above the lowest of the compared OMol25 structures with the same formula, charge and spin = 18.584 eV
DFT total energy = -225155.2354 eV
Net charge = +1
Lowest unoccupied orbital energy = -0.2499 hartree

```
74
Properties=species:S:1:pos:R:3:forces:R:3:lowdin_charge:R:1
O 0.3983 1.4340 0.4279 -3.99 -0.76 -4.67 -0.377
S -0.8718 1.4475 -0.5097 0.61 4.38 7.72 0.810
O -1.9679 2.2077 0.3338 2.88 -2.71 -3.94 -0.407
O -0.5936 2.4118 -1.8902 -1.02 -0.58 1.93 -0.238
C -1.5392 -0.2582 -0.8688 -0.68 -1.58 -0.62 -0.219
C -0.5484 -1.2567 -1.7031 -0.82 -0.93 -0.76 -0.223
C 0.5204 -0.5394 -2.7027 -0.04 -0.28 -0.38 -0.422
C 1.9040 0.0014 -2.0400 -0.72 1.61 -1.75 -0.361
In 2.7397 -1.1880 -0.3148 0.58 0.96 0.81 0.575
C 1.3079 -1.5136 1.4015 -1.40 -0.07 1.19 -0.315
C 1.4155 -2.9600 2.1582 -0.48 0.63 1.57 -0.279
C -0.1023 -3.5386 2.5569 0.98 -0.39 0.82 -0.176
C -0.8884 -4.2287 1.2955 1.45 -0.09 0.12 -0.164
N -2.2238 -3.5844 0.9486 -1.58 -1.56 -2.55 -0.127
C -3.1328 -2.6604 1.7282 0.61 -1.39 -6.88 -0.342
C -4.3530 -2.3498 0.6792 3.16 -2.34 -2.98 -0.126
C -4.0801 -3.1785 -0.7116 3.23 -0.21 3.98 -0.014
C -2.6478 -3.9853 -0.4796 -5.04 4.24 2.84 0.036
C 3.6995 -3.0490 -1.1626 1.10 -1.86 -0.75 -0.313
C 2.8535 -4.4371 -0.9743 0.74 0.25 -1.62 -0.215
C 2.5473 -5.1553 -2.4440 -4.52 2.29 2.35 -0.111
F 3.7086 -5.7066 -3.1825 -1.23 -1.08 1.57 -0.389
C 1.1183 -5.2065 -2.8924 1.72 -0.52 -0.19 -0.044
F 0.4947 -3.9468 -3.4312 1.09 -4.17 2.62 -0.041
F 0.2450 -6.4038 -2.8359 2.51 3.98 -1.49 -0.019
H -0.9463 3.3320 -1.6212 0.53 -1.89 -0.25 0.103
H -2.6039 -0.1117 -1.3775 2.47 -0.05 0.96 0.137
H -1.7418 -0.7750 0.1871 0.56 1.77 -2.01 0.111
H -1.2639 -1.9117 -2.4013 1.38 1.51 1.52 0.119
H -0.0756 -2.0514 -0.9531 -0.65 2.06 -1.61 0.087
H 0.8236 -1.3542 -3.5202 -0.81 1.22 1.69 0.008
H -0.0663 0.2949 -3.3231 0.93 -1.57 1.26 0.071
H 2.7301 -0.0170 -2.9018 -1.19 -0.01 1.57 -0.064
H 1.7978 1.1572 -1.7599 0.26 -2.59 -0.52 0.059
H 4.1147 -0.1862 0.3661 -0.51 -0.46 -0.39 -0.074
H 0.1640 -1.3499 1.1020 2.35 -0.33 0.61 0.020
H 1.5318 -0.6553 2.2010 -0.50 -1.88 -1.80 0.065
H 2.0870 -3.7586 1.6308 -1.45 1.33 0.86 0.079
H 1.9318 -2.7469 3.2134 -1.01 -0.67 -2.29 0.121
H -0.6699 -2.6288 3.0471 0.95 -1.83 -1.26 0.111
H 0.0394 -4.3306 3.4343 -0.47 1.54 -1.99 0.120
H -0.2070 -4.0803 0.3265 -1.51 -0.14 2.05 0.102
H -1.0035 -5.4129 1.3939 0.02 2.70 0.11 0.147
H -2.9032 -2.2958 2.8161 1.80 -0.33 -2.43 -0.109
H -5.2523 -1.6381 0.9149 2.15 -1.66 -0.80 0.066
H -4.7061 -3.2148 -1.7130 1.37 0.12 2.57 0.101
H -2.1096 -4.6890 -1.2464 -0.73 1.66 2.03 0.128
H 4.7334 -3.1876 -0.6215 -1.90 0.32 -1.10 0.047
H 3.9332 -2.9546 -2.3293 -0.41 -0.03 2.35 0.035
H 1.8112 -4.3022 -0.4616 1.81 -0.36 -1.20 0.074
H 3.4726 -5.1800 -0.2825 -1.40 1.14 -1.69 0.148
Ca 4.4669 -5.6441 -5.1206 0.25 0.09 -0.78 1.311
Br -4.4973 -1.8194 3.2541 -3.52 0.50 3.75 0.631
Mg 1.8496 0.0993 -4.9550 0.12 0.17 -0.08 0.631
C -0.1297 5.9826 -0.4290 -0.03 -0.08 -0.04 -0.102
C -1.2380 6.4632 0.5023 0.44 -0.63 -0.05 -0.247
C -1.6241 7.9242 0.2634 0.96 -2.98 -0.10 -0.425
C -0.4194 8.8196 0.5029 4.84 4.94 1.14 -0.443
N 0.5800 9.5623 0.7017 -5.77 -5.35 -1.34 0.166
H 0.7986 6.5419 -0.2752 -0.08 -0.07 -0.06 0.079
H 0.0929 4.9273 -0.2419 0.06 0.08 0.04 0.058
H -0.4262 6.0879 -1.4789 0.06 0.04 0.06 0.080
H -0.9110 6.3300 1.5409 -0.13 0.07 -0.13 0.115
H -2.1214 5.8313 0.3593 -0.03 0.22 0.07 0.115
H -2.4301 8.2160 0.9449 0.49 -1.24 -0.30 -0.009
H -1.9797 8.0652 -0.7631 0.21 0.09 0.20 0.113
Br -2.1460 10.2070 0.7577 -0.99 4.78 0.54 0.638
C 0.1735 3.1310 3.2321 -0.11 -0.23 -0.07 0.032
N 1.2463 3.8372 3.9831 0.80 0.30 0.66 -0.423
O 1.9566 3.1554 4.7311 -0.90 1.21 -1.02 0.056
O 1.3452 5.0562 3.8003 -0.02 -1.64 0.32 0.040
H 0.2026 2.0699 3.4884 0.10 0.31 -0.06 0.095
H -0.7806 3.5728 3.5267 0.20 0.03 -0.13 0.103
H 0.3664 3.2760 2.1672 -0.11 -0.01 0.22 0.075
```
Positions in Å, forces in eV/Å.



Computed, not measured: C21H36Cl3N2PtSi5Te as an isolated structure, with the ωB97M-V functional and the def2-TZVPD basis.

Summary:
Energy above the lowest of the compared OMol25 structures with the same formula, charge and spin = 0.000 eV
DFT total energy = -112838.7303 eV
Net charge = +1
Lowest unoccupied orbital energy = -0.1728 hartree

```
69
Properties=species:S:1:pos:R:3:forces:R:3:lowdin_charge:R:1
Pt -1.9051 0.1009 -0.0793 -0.11 -0.07 0.34 0.664
C -2.3660 -2.3249 5.1003 -0.01 0.00 -0.01 -0.057
C -1.9155 -1.0271 5.3049 0.00 0.01 -0.02 -0.055
C -1.9707 -0.1017 4.2755 0.00 0.01 0.03 -0.013
C -2.4678 -0.5022 3.0432 0.01 0.03 -0.04 -0.265
C -2.9055 -1.7988 2.8187 0.01 0.00 -0.01 -0.051
C -2.8659 -2.7081 3.8621 0.00 -0.02 0.01 -0.055
N -2.5358 0.4306 1.9608 -0.02 -0.05 0.01 -0.106
N -2.8918 1.5854 2.2467 0.01 0.05 -0.04 0.130
C -2.9238 2.4451 1.1423 -0.01 -0.04 0.02 -0.298
C -3.3481 3.7512 1.3358 -0.01 0.00 0.02 0.011
C -3.4237 4.6053 0.2471 0.00 0.00 -0.01 -0.044
C -3.0796 4.1431 -1.0133 -0.01 -0.01 0.00 -0.037
C -2.6493 2.8303 -1.2174 -0.02 0.03 0.04 -0.138
C -2.5656 1.9763 -0.1347 0.06 -0.02 -0.08 -0.319
H -2.3270 -3.0418 5.9092 0.00 0.00 0.00 0.113
H -1.5226 -0.7338 6.2687 0.00 0.00 0.00 0.114
H -1.6303 0.9157 4.4126 0.00 0.00 0.00 0.116
H -3.2939 -2.0853 1.8490 0.01 0.00 0.00 0.074
H -3.2263 -3.7163 3.7092 0.00 0.00 0.00 0.116
H -3.6167 4.0689 2.3344 0.00 0.01 0.00 0.127
H -3.7573 5.6247 0.3798 0.00 0.00 0.00 0.117
H -3.1453 4.8065 -1.8656 0.00 0.00 0.00 0.120
H -2.3876 2.5016 -2.2106 0.00 0.00 0.00 0.053
C 3.1129 1.3013 -3.8542 0.00 0.00 -0.01 -0.211
Si 2.8040 -0.4408 -3.2475 -0.02 0.00 0.01 0.326
C 1.9789 -1.4652 -4.5773 0.00 0.00 -0.01 -0.219
C 4.3953 -1.2456 -2.6758 0.00 0.00 0.00 -0.206
Si 1.3912 -0.3693 -1.3567 0.01 0.00 -0.03 0.134
Te -0.9052 -0.1228 -2.4207 0.07 0.00 -0.18 0.620
Si 1.2500 -2.4026 -0.2158 0.00 0.04 -0.05 0.327
C 1.0994 -3.8304 -1.4096 0.01 -0.01 -0.01 -0.205
C 2.6865 -2.6126 0.9639 0.00 -0.01 0.01 -0.201
C -0.3487 -2.2392 0.7739 -0.05 0.03 0.10 -0.256
Si 1.8385 1.4868 0.0095 0.02 -0.02 -0.01 0.329
C 0.8932 1.3487 1.6325 0.00 0.00 0.02 -0.208
C 3.6762 1.4729 0.3727 0.00 0.00 -0.01 -0.204
C 1.3205 3.0608 -0.8564 0.00 0.01 -0.01 -0.196
H 3.7475 1.2813 -4.7437 0.00 0.00 0.00 0.040
H 3.6191 1.9076 -3.1004 0.00 0.00 0.00 0.022
H 2.1794 1.8010 -4.1214 0.00 0.00 0.00 0.033
H 2.6574 -1.5941 -5.4243 0.00 0.00 0.00 0.041
H 1.0736 -0.9830 -4.9531 0.00 0.00 0.00 0.017
H 1.7051 -2.4570 -4.2131 0.00 0.00 0.00 0.024
H 5.1118 -1.2876 -3.5000 0.00 0.00 0.00 0.041
H 4.2242 -2.2688 -2.3344 0.00 0.00 0.00 0.024
H 4.8599 -0.6890 -1.8595 0.00 0.00 0.01 0.026
H 2.0166 -3.9614 -1.9873 0.00 0.00 0.00 0.029
H 0.2788 -3.6654 -2.1114 0.00 0.00 0.00 0.030
H 0.9063 -4.7648 -0.8773 0.00 0.00 0.00 0.040
H 3.6320 -2.6451 0.4186 0.00 0.00 0.01 0.031
H 2.5966 -3.5423 1.5303 0.00 0.00 0.00 0.039
H 2.7433 -1.7889 1.6789 -0.01 0.00 0.00 0.024
H -1.2005 -2.0835 0.0802 0.00 0.02 -0.04 -0.048
H -0.2630 -1.4277 1.5045 -0.01 0.00 -0.02 0.011
H -0.6275 -3.1327 1.3386 -0.01 0.00 0.00 0.057
H 1.0816 0.4033 2.1458 -0.01 0.00 0.01 0.025
H -0.1868 1.4541 1.4808 0.01 0.00 0.00 -0.017
H 1.1846 2.1578 2.3082 0.00 0.00 0.00 0.048
H 3.9865 0.5388 0.8464 0.00 0.00 0.00 0.028
H 3.9409 2.2924 1.0453 0.00 0.00 0.00 0.040
H 4.2605 1.5936 -0.5419 0.00 0.00 0.00 0.024
H 0.2464 3.0669 -1.0573 0.01 0.00 0.00 0.008
H 1.8389 3.1838 -1.8088 0.00 0.00 0.01 0.024
H 1.5527 3.9273 -0.2318 0.00 0.00 0.00 0.043
Cl -5.3827 -0.0739 0.3997 0.04 0.01 0.01 0.366
Si -3.9402 -0.5710 -0.9418 0.01 0.06 -0.09 -0.884
Cl -4.4560 0.2369 -2.7230 -0.03 -0.03 0.00 0.329
Cl -3.8586 -2.5963 -1.0649 0.01 -0.02 0.01 0.336
```
Positions in Å, forces in eV/Å.



Number 1: gap between HOMO and LUMO 8.373 eV. Number 2: gap between HOMO and LUMO 9.017 eV. Number 3: gap between HOMO and LUMO 1.021 eV. Number 4: gap between HOMO and LUMO 5.948 eV.